1.
3 unconnected molecules or ions with the total composition C24H51N4O2, computed with ωB97M-V/def2-TZVPD.

Atoms and positions in Å:
1 O -1.17 2.23 -2.80
2 O 2.25 -0.78 5.30
3 N 0.94 -2.90 -1.86
4 N -2.35 -1.32 -3.17
5 N 1.96 -1.84 4.42
6 N -1.53 3.53 -2.39
7 C -2.16 -3.81 -2.70
8 C -0.41 4.45 -2.78
9 C -2.75 4.70 -0.57
10 C -2.76 2.24 -0.55
11 C 1.87 -1.27 3.03
12 C 3.26 -1.00 2.40
13 C 3.15 -3.27 6.15
14 C 0.50 4.39 -0.39
15 C -0.61 3.42 0.00
16 C -1.48 -2.34 -2.42
17 C -0.88 5.93 -2.71
18 C 1.05 -2.25 2.15
19 C 0.02 4.28 -4.27
20 C -1.87 3.47 -0.92
21 C -4.54 -2.44 -2.34
22 C 4.29 -2.11 2.59
23 C 2.98 -2.91 4.64
24 C 2.52 -4.25 4.00
25 C 0.07 -2.19 -2.91
26 C -3.75 -3.88 -2.31
27 C 0.84 4.28 -1.87
28 C -3.58 -1.11 -2.28
29 C 1.07 0.08 2.97
30 C 4.37 -2.53 4.06
31 H -1.55 -2.13 -1.26
32 H -0.85 4.37 -4.94
33 H 0.08 -0.03 3.42
34 H 0.25 -2.60 -3.99
35 H -1.93 -4.22 -3.79
36 H 1.68 -2.87 1.51
37 H 0.36 -1.72 1.47
38 H -3.85 -4.33 -1.23
39 H 1.40 4.17 0.20
40 H -3.31 -0.75 -1.19
41 H 3.59 -2.46 6.73
42 H -4.28 -4.60 -3.07
43 H 1.89 -2.93 -2.32
44 H 1.06 -2.24 -1.05
45 H -1.61 -4.57 -1.97
46 H -0.11 6.60 -3.12
47 H -1.79 6.09 -3.31
48 H 4.04 -2.97 1.96
49 H 0.75 5.04 -4.56
50 H -2.60 -1.64 -4.14
51 H 0.34 -1.04 -2.81
52 H -2.18 5.50 -0.08
53 H -1.08 6.29 -1.70
54 H 3.20 -5.06 4.27
55 H 4.80 -1.70 4.64
56 H -5.26 -2.38 -1.39
57 H -3.09 2.30 0.50
58 H -4.19 -0.21 -2.77
59 H 0.92 0.39 1.93
60 H 5.06 -3.37 4.16
61 H -0.90 3.61 1.04
62 H 0.49 3.31 -4.46
63 H 1.59 5.03 -2.13
64 H 3.15 -0.81 1.32
65 H 0.41 -2.90 2.75
66 H -0.19 2.41 -0.02
67 H -1.81 -0.43 -3.15
68 H 3.69 -0.08 2.82
69 H 5.27 -1.76 2.27
70 H 3.82 -4.13 6.28
71 H 1.30 3.30 -2.06
72 H 1.52 -4.53 4.36
73 H 0.22 5.42 -0.14
74 H 2.49 -4.23 2.92
75 H -2.22 1.29 -0.64
76 H -5.22 -2.37 -3.30
77 H 2.19 -3.53 6.61
78 H -3.24 5.12 -1.46
79 H -3.65 2.19 -1.18
80 H 1.59 0.90 3.46
81 H -3.57 4.44 0.12

- E_tot (eV) = -35757.9639
- spin multiplicity = 3
- charge = +1
- lowest unoccupied orbital energy (spin up / spin down) (Eh) = -0.0932 / -0.1148

***

2.
12 unconnected molecules or ions with the total composition C43H87NO18S2, computed with ωB97M-V/def2-TZVPD.

Atoms and positions in Å:
1 S 2.28 5.01 -1.14
2 S 1.25 -1.72 -1.06
3 O 0.52 -0.52 -2.00
4 O -3.31 1.57 -2.35
5 O -2.88 1.19 1.91
6 O 0.19 -1.35 0.12
7 O 0.96 -3.05 -1.57
8 O 4.93 -5.10 2.92
9 O 0.83 -6.89 1.76
10 O -0.17 1.68 -6.27
11 O -2.83 -5.40 -3.45
12 O 5.32 1.48 0.47
13 O 1.49 5.44 0.28
14 O -1.15 -3.56 4.22
15 O 1.96 3.67 -1.59
16 O -1.41 3.45 -1.99
17 O 0.50 2.72 5.16
18 O 3.83 5.00 -0.39
19 O 2.63 -1.34 -0.78
20 O 2.11 6.13 -2.07
21 N 1.45 3.23 -6.02
22 C 5.09 -3.79 2.40
23 C -0.19 -6.24 1.02
24 C 1.25 1.37 -4.45
25 C 5.96 0.31 1.09
26 C -4.16 -5.59 -3.13
27 C -4.32 -5.01 -1.76
28 C 0.81 2.13 -5.65
29 C 3.16 -4.67 1.43
30 C -1.13 3.64 -3.42
31 C -1.63 5.77 -2.44
32 C 1.34 -7.38 -0.41
33 C -5.03 1.71 1.11
34 C -5.07 1.52 -3.88
35 C -0.08 -3.27 3.33
36 C 3.89 5.96 0.61
37 C 0.00 1.95 4.11
38 C -1.84 4.94 -3.72
39 C -3.55 1.53 0.73
40 C 0.48 -1.97 3.86
41 C -2.33 -4.18 -2.90
42 C -4.92 1.85 2.56
43 C 0.06 0.04 0.28
44 C -0.21 2.98 2.94
45 C 0.09 0.58 -1.13
46 C -3.78 0.97 2.95
47 C -0.21 4.33 3.57
48 C -3.40 -3.79 -1.83
49 C 3.77 0.56 2.11
50 C -3.87 0.82 -4.49
51 C 3.97 1.59 0.95
52 C 3.73 -3.35 1.87
53 C 2.41 5.92 1.18
54 C 5.20 0.20 2.41
55 C -3.12 0.44 -3.22
56 C 0.74 4.04 4.68
57 C 2.69 3.85 -5.48
58 C -1.26 -2.55 5.24
59 C 0.22 -6.45 -0.51
60 C -0.65 -1.34 4.59
61 C 3.69 -5.60 2.56
62 C 1.35 -8.00 0.98
63 C -1.64 4.70 -1.34
64 C -4.43 2.35 -2.82
65 H -1.45 2.79 -4.02
66 H -3.21 2.53 0.45
67 H -4.03 -2.97 -2.18
68 H 0.63 2.95 2.25
69 H -5.81 1.71 3.17
70 H 0.66 -4.07 3.34
71 H 0.91 -1.38 3.05
72 H -4.03 -0.09 2.96
73 H -4.73 -5.01 -3.86
74 H -2.52 4.72 -0.70
75 H 2.52 5.21 2.01
76 H -0.81 4.93 -0.67
77 H 0.85 0.36 0.95
78 H 1.28 -8.25 -1.07
79 H -2.30 -2.37 5.53
80 H 3.06 -5.48 3.44
81 H 3.18 1.58 0.20
82 H -4.06 3.34 -3.11
83 H -3.48 0.75 -0.03
84 H 1.76 4.19 4.34
85 H -5.58 2.60 0.81
86 H 2.63 4.84 -5.93
87 H -1.16 -6.73 1.13
88 H 3.85 -6.58 2.12
89 H 3.17 0.92 2.94
90 H 0.99 3.76 -6.74
91 H 0.53 1.42 -3.64
92 H -0.92 0.76 -1.50
93 H -5.58 0.84 0.77
94 H 3.20 -0.29 1.74
95 H -0.46 -3.03 2.34
96 H -2.08 0.26 -3.49
97 H 5.79 -0.52 0.40
98 H -3.51 -0.46 -2.75
99 H -0.93 1.49 4.46
100 H -4.48 -6.61 -3.36
101 H 4.06 6.95 0.19
102 H -0.05 3.67 -3.53
103 H -0.33 -0.59 5.31
104 H 7.04 0.41 1.18
105 H -3.28 1.52 -5.09
106 H -5.32 -4.78 -1.40
107 H 2.28 -8.34 1.45
108 H 2.55 3.87 -4.40
109 H -5.72 0.80 -3.39
110 H -1.06 2.80 2.28
111 H 0.73 -8.90 1.02
112 H 2.26 -6.82 -0.56
113 H 0.49 -5.55 -1.05
114 H 2.09 6.85 1.65
115 H -1.39 -0.91 3.91
116 H -2.94 -3.55 -0.87
117 H -2.90 4.88 -3.99
118 H 5.81 -3.92 1.60
119 H 5.39 -3.14 3.22
120 H 3.56 3.26 -5.76
121 H -4.05 -0.01 -5.17
122 H -1.44 5.33 -4.66
123 H -1.20 4.56 3.98
124 H 5.60 0.85 3.18
125 H 1.42 0.33 -4.76
126 H 0.72 1.19 3.80
127 H 3.13 -2.87 2.64
128 H 1.29 -2.15 4.56
129 H 3.54 -4.86 0.42
130 H -0.66 -2.89 6.09
131 H -1.39 -4.44 -2.42
132 H -2.16 -3.36 -3.60
133 H -0.68 6.30 -2.40
134 H 0.30 5.03 2.91
135 H 4.62 5.69 1.37
136 H -2.42 6.49 -2.23
137 H -0.22 -5.22 1.38
138 H -3.82 -5.73 -1.11
139 H -5.10 2.50 -1.96
140 H -3.38 1.34 3.89
141 H -4.63 2.87 2.81
142 H 3.82 2.58 1.39
143 H -0.93 0.21 0.71
144 H -0.67 -6.74 -1.07
145 H 3.88 -2.72 0.99
146 H 0.77 1.43 -1.09
147 H 0.83 4.72 5.53
148 H 2.08 -4.54 1.37
149 H 2.20 1.61 -3.97
150 H 5.37 -0.81 2.80
151 H -5.57 2.14 -4.63

- E_tot (eV) = -106008.6253
- SMILES string = O=S1(=O)OCCO1.O=S1(=O)OCCO1.CNC(C)=O.C1CCOC1.C1CCOC1.C1CCOC1.C1CCOC1.C1CCOC1.C1CCOC1.C1CCOC1.C1CCOC1.C1CCOC1
- lowest unoccupied orbital energy (Eh) = 0.0071
- relative energy (zero: lowest compared OMol25 entry of this formula, charge and spin) (eV) = 0.000

***

Question: What is the formula in the first record?
Answer: C24H51N4O2

***

Question: Which value of E_tot does entry 2 give?
Answer: -106008.6253 eV

***

Question: The lowest E_tot belongs to which entry?
Answer: C43H87NO18S2

***

Question: Number 1 is which compound?
Answer: C24H51N4O2